(1)
58
Properties=species:S:1:pos:R:3 method="wB97M-V/def2-TZVPD" s2=6.2018 lumo_ev="0.086 / -0.735" spin_multiplicity=5 relative_energy_kcal_mol=95.2
As 1.191 -3.145 0.090
Cr -0.232 0.659 -1.158
O -1.810 1.614 -0.358
O 0.618 2.235 -0.507
N 1.842 0.212 -1.734
N -1.549 -0.706 -1.302
C 1.719 -4.167 1.679
C -0.307 -4.910 -2.658
C -2.806 -0.894 -1.128
C -0.459 -5.231 -1.308
C 2.870 0.596 -0.948
C -0.497 -4.168 -0.249
C 2.160 -0.453 -2.829
C 1.709 2.453 0.170
C -3.586 0.002 -0.360
C -5.174 1.912 0.862
C -0.562 -7.570 -1.938
C 1.802 3.558 1.036
C -0.417 -7.235 -3.276
C 4.053 2.922 1.674
C 2.942 3.781 1.773
C -4.930 -0.288 -0.038
C -5.720 0.641 0.577
C -3.022 1.281 -0.069
C 3.996 1.859 0.813
C -0.583 -6.575 -0.965
C -0.289 -5.896 -3.632
C 2.435 -4.050 -1.126
C -3.879 2.229 0.550
C 2.838 1.602 0.041
C -0.663 -1.000 -2.331
H 0.940 4.209 1.111
H -0.751 -4.614 0.712
H 2.989 4.635 2.440
H 3.440 -3.916 -0.721
H 1.011 -3.981 2.486
H 4.848 1.195 0.706
H -5.799 2.663 1.332
H -3.286 -1.728 -1.643
H -0.412 -8.007 -4.036
H 3.202 -0.628 -3.082
H 2.216 -5.115 -1.203
H 2.707 -3.847 2.006
H -0.170 -5.621 -4.674
H -6.747 0.413 0.834
H 3.837 0.150 -1.171
H 2.401 -3.605 -2.121
H 1.742 -5.235 1.456
H -1.068 -0.993 -3.340
H 1.391 -0.800 -3.501
H -0.205 -3.868 -2.951
H -1.266 -3.429 -0.475
H -5.327 -1.270 -0.278
H -0.660 -8.608 -1.644
H -0.700 -6.849 0.078
H 0.026 -1.815 -2.138
H -3.469 3.207 0.768
H 4.940 3.103 2.267


(2)
67
Properties=species:S:1:pos:R:3 method="wB97M-V/def2-TZVPD" lumo_ev="-8.252 / -8.302" charge=+2 relative_energy_kcal_mol=77.9
Re 1.268 1.419 0.715
Sb 4.156 4.130 2.916
S 4.769 5.529 1.280
S 0.880 1.198 -2.514
S 3.392 1.705 1.561
S 1.479 4.427 2.702
S 0.287 1.010 2.798
S 0.926 3.711 0.982
O 3.620 -0.678 0.246
O 0.005 0.016 -0.069
O 1.552 1.834 -1.291
O 5.136 0.832 -0.537
N -1.288 -0.903 1.594
N -1.931 -0.176 3.634
C -2.707 2.354 -0.991
C -2.473 2.025 4.648
C -0.209 -2.337 -1.549
C -0.535 -3.347 -2.431
C -4.177 -0.558 2.662
C -1.751 0.441 -2.769
C -2.234 -2.769 -0.305
C -1.716 -4.058 -2.267
C -0.738 -0.912 0.401
C 6.137 -0.641 -2.283
C -3.052 -1.100 3.538
C -0.897 1.367 -2.197
C -1.061 -2.031 -0.484
C 4.334 -2.582 -1.213
C -2.556 -3.770 -1.200
C -3.571 1.421 -1.543
C 5.209 -2.886 -2.247
C 5.277 -0.342 -1.246
C -1.363 2.337 -1.326
C 6.073 -1.934 -2.780
C -1.099 -0.102 2.618
C 4.368 -1.283 -0.745
C -3.099 0.484 -2.448
C 1.025 2.537 -3.730
C -1.815 0.656 4.817
B 4.151 0.585 0.358
H -3.467 -4.332 -1.071
H 0.611 2.175 -4.663
H -2.894 -2.535 0.514
H 2.079 2.762 -3.859
H -1.978 -4.835 -2.968
H -2.673 -2.033 3.112
H -3.531 1.933 4.420
H 0.491 3.414 -3.389
H 5.229 -3.889 -2.644
H -3.421 -1.292 4.544
H -0.690 3.077 -0.915
H -2.371 2.574 5.579
H -4.944 -1.319 2.553
H -3.801 -0.298 1.676
H 0.718 -1.790 -1.659
H -1.375 -0.306 -3.450
H -4.630 0.321 3.112
H 6.733 -2.212 -3.586
H 6.829 0.080 -2.680
H 3.689 -3.326 -0.775
H -0.759 0.789 5.060
H 0.132 -3.585 -3.245
H -2.298 0.128 5.639
H -4.617 1.429 -1.274
H -1.990 2.593 3.857
H -3.075 3.093 -0.297
H -3.775 -0.226 -2.897


(3)
61
Properties=species:S:1:pos:R:3 method="wB97M-V/def2-TZVPD" lumo_ev=3.834 charge=-2
Hf 0.120 0.014 -1.106
Cl -1.624 0.801 -2.489
Cl 1.537 1.715 -2.165
Cl -1.120 -2.017 -0.681
O -2.032 1.109 1.374
O 2.528 0.573 1.198
O 1.700 -1.131 -1.328
N 1.118 1.605 2.795
N 0.201 0.785 0.926
C 0.323 -1.341 -4.779
C -0.353 -4.594 -3.079
C -1.353 -0.370 4.126
C -0.336 4.021 2.169
C -0.628 0.815 4.261
C -0.208 0.314 6.597
C 2.637 -3.628 -2.939
C -0.877 -0.906 6.448
C -1.542 3.623 4.240
C -0.857 1.164 1.712
C -0.799 5.336 2.146
C 0.182 -3.348 -3.654
C -2.036 -2.327 -4.510
C 1.541 -2.923 -3.624
C 2.858 -0.906 -4.582
C 1.634 -1.690 -4.339
C -1.463 -1.238 5.225
C -1.647 5.794 3.160
C 1.436 0.943 1.601
C -0.304 1.706 3.055
C -0.056 -0.147 -5.553
C -0.578 -2.343 -4.320
C -0.731 3.158 3.196
C -1.987 4.952 4.220
C -0.088 1.179 5.504
H 3.458 -2.935 -2.716
H 3.248 -1.078 -5.598
H -1.843 -0.606 3.175
H 2.657 0.166 -4.462
H -1.819 2.959 5.062
H -0.579 -5.327 -3.869
H 1.836 1.710 3.506
H 0.401 2.153 5.625
H 2.288 -4.053 -1.988
H -2.010 -2.170 5.093
H -2.307 -2.621 -5.535
H -2.596 5.308 5.050
H 2.569 -0.755 -1.108
H -2.515 -3.015 -3.805
H -0.490 5.993 1.333
H -2.439 -1.324 -4.316
H 0.385 -5.044 -2.405
H 3.042 -4.445 -3.557
H -0.925 -1.604 7.284
H -0.557 -0.419 -6.495
H -0.734 0.492 -4.970
H 0.333 3.653 1.380
H -1.276 -4.408 -2.514
H 0.839 0.437 -5.778
H 0.228 0.604 7.550
H -2.032 6.811 3.125
H 3.641 -1.183 -3.869


(4)
65
Properties=species:S:1:pos:R:3 method="wB97M-V/def2-TZVPD" s2=0.9000 lumo_ev="-2.296 / -2.298" spin_multiplicity=2 charge=+1 relative_energy_kcal_mol=0.0
I 6.751 -1.192 -4.936
Co -0.384 0.215 0.201
S -2.059 -2.942 -2.847
O -1.835 0.565 1.456
O 1.086 0.076 -0.998
O -0.889 -1.961 1.711
O 1.464 -2.030 -0.351
O 0.900 -0.013 1.731
N -3.526 0.243 2.887
N -2.253 1.875 -3.041
N -1.462 -1.164 -1.141
N 2.575 -1.264 2.555
N -1.237 1.481 -1.118
C -0.827 3.892 -0.500
C -4.104 1.546 2.574
C 3.305 0.088 -2.651
C -1.676 5.434 -2.173
C -1.293 2.852 -1.301
C -2.268 -1.307 -3.297
C -1.933 3.118 -2.515
C 1.746 -1.027 -1.021
C -1.484 -2.449 -1.316
C -1.811 0.944 -2.164
C -1.896 -0.504 -2.267
C -4.284 -0.581 3.817
C 3.637 -2.231 -2.116
C -1.926 -1.583 2.571
C 0.360 -2.280 2.279
C -2.429 -0.174 2.255
C -2.140 4.413 -2.977
C 4.730 -2.278 -2.967
C 4.399 0.053 -3.502
C 3.119 -2.555 2.944
C 3.558 -0.220 2.287
C 5.105 -1.132 -3.655
C 1.317 -1.100 2.160
C -1.029 5.178 -0.953
C 2.920 -1.051 -1.954
H -1.145 -3.145 -0.566
H -2.635 4.615 -3.918
H 3.325 -3.110 -1.570
H -1.619 -1.621 3.621
H -5.044 1.418 2.035
H 4.701 0.941 -4.041
H -3.657 -1.322 4.304
H -0.679 6.013 -0.361
H 4.157 -0.490 1.415
H 2.359 -3.198 3.376
H -4.300 2.084 3.501
H -4.696 0.062 4.592
H -2.725 1.696 -3.910
H -0.322 3.688 0.436
H 2.744 1.003 -2.519
H -2.622 -1.035 -4.277
H -2.755 -2.285 2.446
H 4.213 -0.115 3.151
H -5.111 -1.087 3.314
H 3.890 -2.398 3.696
H 3.565 -3.059 2.082
H 5.285 -3.198 -3.095
H -3.412 2.115 1.963
H 0.768 -3.119 1.718
H 0.251 -2.566 3.330
H -1.812 6.459 -2.491
H 3.050 0.718 2.096